Arrangement 1

{
  "formula": "H18O9Xe",
  "method": "ωB97M-V/def2-TZVPD",
  "multiplicity": 1,
  "e_homo_ha": -0.3925,
  "homo_lumo_gap_ev": 10.598,
  "symbols": ["H", "H", "O", "H", "O", "O", "O", "H", "O", "H", "H", "H", "H", "O", "O", "H", "H", "H", "Xe", "O", "H", "H", "H", "H", "O", "H", "H", "H"],
  "xyz": [[-2.481, -0.210, -1.594], [-1.286, 0.905, -3.573], [3.183, 1.405, -2.022], [-1.881, 0.005, 3.135], [-3.706, 2.253, 0.757], [2.699, 0.364, 3.098], [-2.550, 0.234, -2.439], [2.446, -0.371, 2.540], [-2.580, 0.019, 2.481], [-2.760, -0.463, -3.060], [3.882, 1.899, -1.595], [-1.658, -2.105, 0.250], [2.547, 2.069, -2.287], [3.539, -0.996, -0.254], [2.011, -2.154, 1.857], [0.066, 1.583, -3.644], [2.438, -1.652, 1.163], [1.129, -2.322, 1.524], [0.126, 0.903, 0.025], [-2.560, -1.870, 0.033], [3.433, 0.032, 3.615], [-2.988, -2.705, -0.156], [-4.381, 2.688, 1.278], [3.371, -0.226, -0.797], [-0.443, 0.868, -4.025], [-3.304, 1.627, 1.360], [4.434, -0.876, 0.063], [-2.726, -0.901, 2.264]]
}

Arrangement 2

{
  "formula": "H18O9Xe",
  "method": "ωB97M-V/def2-TZVPD",
  "multiplicity": 1,
  "e_homo_ha": -0.4004,
  "homo_lumo_gap_ev": 10.599,
  "symbols": ["H", "H", "H", "O", "O", "H", "H", "H", "O", "O", "O", "O", "H", "H", "H", "H", "O", "H", "H", "O", "H", "O", "Xe", "H", "H", "H", "H", "H"],
  "xyz": [[-2.384, -2.633, -3.062], [1.791, -3.411, 3.298], [-0.372, 0.597, -3.119], [3.629, 0.796, -0.315], [-1.122, -0.881, 3.727], [-0.229, 1.982, -1.237], [0.961, 0.420, -3.815], [-0.770, -0.218, 3.132], [-0.859, 1.789, -1.931], [1.085, 2.387, 0.020], [-2.491, -0.208, -0.522], [0.924, -3.817, 3.275], [0.184, 1.586, 1.467], [1.886, 1.865, -0.018], [3.999, 1.499, -0.848], [1.273, 3.155, -0.520], [-2.288, -1.696, -2.888], [-1.224, -0.424, 4.562], [-2.504, -0.832, -1.248], [-0.212, 1.239, 2.266], [-1.343, -1.559, -2.827], [0.095, 0.022, -3.725], [0.917, -1.487, -0.173], [-2.507, -0.755, 0.264], [0.340, -3.118, 2.982], [-1.139, 1.465, 2.192], [-1.494, 1.201, -1.523], [3.853, 1.033, 0.585]]
}

From most stable to least stable, the computed energies give arrangement 2, arrangement 1.

Arrangement 1

{
  "formula": "C3H10OS2",
  "method": "ωB97M-V/def2-TZVPD",
  "multiplicity": 2,
  "e_homo_ha": [-0.4922, -0.4988],
  "s_squared": 1.74,
  "homo_lumo_gap_ev": [4.289, 5.074],
  "charge": 1,
  "symbols": ["H", "H", "H", "H", "H", "H", "S", "H", "S", "H", "C", "C", "H", "C", "H", "O"],
  "xyz": [[3.118, 1.683, 0.227], [-2.071, -0.055, -2.467], [-1.042, -0.073, 2.359], [1.524, 1.757, 0.835], [-2.004, -1.768, -0.739], [2.837, 0.910, 1.739], [-2.395, 0.423, 0.401], [-0.597, -1.146, -2.412], [1.907, -0.412, -0.137], [0.289, -0.671, 1.553], [-1.541, -0.805, -0.512], [2.373, 1.073, 0.753], [-0.606, -1.109, 0.008], [-1.152, -0.324, -1.956], [-0.548, 0.581, -1.856], [-0.092, -0.063, 2.205]]
}

Arrangement 2

{
  "formula": "C3H10OS2",
  "method": "ωB97M-V/def2-TZVPD",
  "multiplicity": 2,
  "e_homo_ha": [-0.4898, -0.4897],
  "s_squared": 0.75,
  "homo_lumo_gap_ev": [8.331, 5.115],
  "charge": 1,
  "symbols": ["C", "S", "H", "H", "C", "H", "H", "H", "H", "O", "H", "H", "C", "H", "H", "S"],
  "xyz": [[2.389, 0.372, 1.745], [-0.826, -0.100, -1.309], [-0.114, 2.568, -0.516], [-0.807, -2.558, -1.871], [-0.946, 0.750, 0.310], [-1.825, 2.537, -0.642], [1.969, -0.116, 2.623], [-1.840, 0.365, 0.801], [-1.050, 2.784, 0.965], [3.724, 0.673, 2.066], [4.101, 1.204, 1.351], [2.312, -0.355, 0.922], [-1.010, 2.246, 0.021], [1.821, 1.260, 1.443], [-0.049, 0.535, 0.886], [-1.435, -1.987, -0.824]]
}

From most stable to least stable, the computed energies give arrangement 2, arrangement 1.

Arrangement 1

{
  "formula": "C6H12S2",
  "method": "ωB97M-V/def2-TZVPD",
  "smiles": "C1CCSSC1.C=C",
  "multiplicity": 1,
  "e_homo_ha": -0.3101,
  "homo_lumo_gap_ev": 9.210,
  "symbols": ["H", "C", "C", "H", "H", "H", "H", "H", "C", "H", "H", "S", "C", "H", "H", "H", "C", "C", "S", "H"],
  "xyz": [[2.263, 1.817, -0.812], [1.973, 3.649, 3.986], [-0.325, 2.745, 3.273], [2.474, 0.255, 1.857], [1.718, 3.584, 5.061], [0.268, 4.815, 3.392], [2.564, 2.527, 0.898], [2.172, -0.455, 0.147], [2.393, 1.650, 0.263], [-0.677, 2.716, 4.322], [-1.192, 2.999, 2.634], [1.487, 0.758, 3.978], [2.344, 0.422, 0.782], [0.525, 1.317, 1.842], [2.678, 4.492, 3.858], [1.046, 3.909, 2.062], [0.730, 3.846, 3.121], [0.163, 1.350, 2.888], [2.907, 2.165, 3.522], [-0.652, 0.608, 2.986]]
}

Arrangement 2

{
  "formula": "C6H12S2",
  "method": "ωB97M-V/def2-TZVPD",
  "multiplicity": 1,
  "e_homo_ha": [-0.2689, -0.2694],
  "homo_lumo_gap_ev": [7.329, 7.720],
  "symbols": ["H", "C", "S", "H", "C", "H", "H", "H", "H", "H", "C", "C", "C", "H", "H", "S", "H", "H", "H", "C"],
  "xyz": [[1.784, -0.187, -2.707], [-0.635, -2.073, 1.137], [-0.559, 1.760, -0.321], [-0.033, 2.252, 2.066], [-0.964, 0.189, 0.271], [0.986, 0.913, -1.580], [-0.361, -1.523, -1.813], [-0.765, -1.610, 2.153], [-2.672, 0.630, -1.242], [1.330, 2.101, 0.957], [1.425, -0.172, -1.650], [0.355, 2.550, 1.067], [0.113, -0.953, 0.293], [0.031, -2.925, 1.331], [2.370, -0.190, -1.108], [-2.572, -0.277, -0.311], [-1.597, -2.404, 0.623], [1.015, -0.691, 0.968], [0.323, 3.679, 0.966], [0.425, -1.069, -1.102]]
}

Arrangement 3

{
  "formula": "C6H12S2",
  "method": "ωB97M-V/def2-TZVPD",
  "multiplicity": 1,
  "e_homo_ha": [-0.2518, -0.2649],
  "homo_lumo_gap_ev": [6.400, 7.386],
  "symbols": ["C", "S", "C", "H", "H", "C", "H", "H", "H", "H", "H", "C", "C", "H", "H", "H", "H", "S", "C", "H"],
  "xyz": [[1.246, 0.816, -1.256], [-2.363, 2.012, 0.003], [1.472, -1.543, -0.058], [-2.566, 2.209, 1.237], [1.044, -0.254, 2.088], [-2.733, 0.068, -0.138], [-2.715, 0.100, -1.202], [1.881, -1.939, 0.886], [2.017, 0.422, -1.849], [2.207, 1.037, 1.321], [0.264, 0.713, -1.745], [-1.506, -0.662, 0.099], [1.265, -0.100, -0.017], [1.475, 1.848, -0.981], [0.518, -2.165, -0.306], [-3.635, -0.182, 0.365], [1.942, -2.067, -0.935], [-1.478, -2.259, 0.035], [1.211, 0.593, 1.304], [0.455, 1.352, 1.150]]
}

From most stable to least stable, the computed energies give arrangement 1, arrangement 2, arrangement 3.

Arrangement 1

{
  "formula": "C3H6NOS",
  "method": "ωB97M-V/def2-TZVPD",
  "smiles": "NC(=O)CC[S-]",
  "multiplicity": 1,
  "e_homo_ha": -0.0999,
  "homo_lumo_gap_ev": 6.831,
  "charge": -1,
  "symbols": ["N", "O", "H", "H", "H", "S", "H", "H", "H", "C", "C", "C"],
  "xyz": [[-1.008, 0.657, 1.167], [-1.929, -1.291, 0.584], [-0.482, 1.427, 0.755], [0.482, -1.785, -0.461], [2.109, -0.143, -1.059], [0.948, 1.814, -1.213], [-0.379, -0.735, -1.558], [-1.702, 0.799, 1.881], [1.606, 0.348, 0.552], [0.102, -0.775, -0.582], [1.258, 0.195, -0.462], [-1.005, -0.511, 0.396]]
}

Arrangement 2

{
  "formula": "C3H6NOS",
  "method": "ωB97M-V/def2-TZVPD",
  "smiles": "NC(=O)CC[S-]",
  "multiplicity": 1,
  "e_homo_ha": -0.1032,
  "homo_lumo_gap_ev": 6.863,
  "charge": -1,
  "symbols": ["H", "H", "H", "H", "H", "S", "C", "C", "H", "N", "O", "C"],
  "xyz": [[-1.449, 0.111, -0.625], [1.979, 0.822, 0.339], [0.529, 0.784, 1.497], [1.026, -1.089, -0.773], [1.601, -1.454, 0.840], [-0.772, -1.779, 0.986], [0.780, -1.069, 0.300], [0.219, 1.305, -0.539], [-1.293, 1.332, -2.010], [-0.969, 0.741, -1.241], [0.676, 2.315, -0.934], [0.891, 0.474, 0.424]]
}

From most stable to least stable, the computed energies give arrangement 1, arrangement 2.

Arrangement 1

{
  "formula": "C10H14S",
  "method": "ωB97M-V/def2-TZVPD",
  "multiplicity": 1,
  "e_homo_ha": [-0.2653, -0.2577],
  "homo_lumo_gap_ev": [7.690, 7.646],
  "symbols": ["C", "C", "C", "C", "C", "H", "C", "H", "H", "H", "H", "C", "H", "C", "H", "H", "H", "H", "H", "C", "S", "H", "H", "C", "H"],
  "xyz": [[1.028, -1.164, -0.220], [0.554, -1.311, 1.136], [-2.274, 0.046, 2.140], [0.710, -0.082, -1.204], [1.635, -0.121, -2.371], [0.401, 2.176, -2.463], [-1.429, 0.251, 0.985], [-3.105, 0.796, 2.132], [2.659, -0.087, -1.922], [-1.047, 2.702, -1.626], [1.638, -1.074, -2.833], [-0.367, 0.773, -1.138], [2.142, -1.380, -0.480], [1.201, -1.304, 2.447], [2.254, -1.099, 2.357], [-2.129, 1.673, -0.233], [-1.110, 1.585, -2.982], [1.064, -2.174, 3.159], [0.970, -0.388, 3.113], [-1.271, 0.973, -0.087], [-0.079, -2.563, 0.160], [1.626, 0.707, -3.062], [-2.742, -0.939, 2.017], [-0.579, 1.843, -2.094], [-1.751, 0.162, 3.072]]
}

Arrangement 2

{
  "formula": "C10H14S",
  "method": "ωB97M-V/def2-TZVPD",
  "smiles": "CC(C)(C)[C@@]12C=CC=C[C@@H]1S2",
  "multiplicity": 1,
  "e_homo_ha": -0.3039,
  "homo_lumo_gap_ev": 8.865,
  "symbols": ["S", "H", "C", "H", "C", "C", "C", "H", "C", "H", "C", "C", "H", "H", "H", "H", "H", "H", "H", "C", "H", "H", "H", "C", "C"],
  "xyz": [[1.127, -1.760, -0.586], [-1.655, -1.365, -1.939], [0.355, -0.196, -0.271], [-1.281, 0.443, -1.899], [-1.634, -1.503, 0.759], [3.049, 0.727, 0.053], [-1.212, -0.311, -0.123], [0.769, -1.042, 1.721], [0.968, 0.975, -1.028], [-1.290, -2.508, 0.565], [1.303, -0.730, 0.916], [2.667, -0.194, 0.993], [3.511, -0.397, 1.734], [-2.799, 1.076, 0.630], [-2.908, -0.199, -1.316], [2.546, 2.314, -1.325], [-1.126, -1.288, 1.715], [-1.384, 0.916, 1.631], [-2.698, -1.559, 0.830], [-1.860, -0.422, -1.458], [0.286, 1.497, -1.700], [4.169, 1.142, 0.189], [-1.362, 1.966, 0.150], [-1.729, 0.966, 0.569], [2.187, 1.450, -0.809]]
}

From most stable to least stable, the computed energies give arrangement 2, arrangement 1.

Arrangement 1

{
  "formula": "CH14N2O4",
  "method": "ωB97M-V/def2-TZVPD",
  "smiles": "NCN.O.O.O.O",
  "multiplicity": 1,
  "e_homo_ha": -0.3414,
  "homo_lumo_gap_ev": 9.831,
  "symbols": ["O", "H", "N", "H", "H", "H", "O", "N", "O", "H", "H", "C", "H", "H", "H", "H", "H", "H", "H", "O", "H"],
  "xyz": [[1.642, -1.211, -0.893], [0.140, -2.853, 2.679], [-0.799, 1.524, 0.370], [-1.716, 1.881, 0.116], [-0.384, 2.218, 0.982], [0.078, -0.261, 1.143], [0.918, -0.554, -3.681], [-1.749, 0.117, 2.158], [0.038, 1.778, -2.298], [-1.324, 0.638, 2.920], [0.930, 2.046, -2.007], [-0.890, 0.222, 0.997], [-1.835, -0.833, 2.490], [2.554, -0.908, -0.907], [0.559, -0.223, -4.507], [0.858, 0.243, -3.126], [1.308, -1.112, -1.791], [-0.269, 1.598, -1.359], [0.636, -1.868, 3.728], [0.587, -2.008, 2.778], [-1.281, -0.436, 0.211]]
}

Arrangement 2

{
  "formula": "CH14N2O4",
  "method": "ωB97M-V/def2-TZVPD",
  "smiles": "NCN.O.O.O.O",
  "multiplicity": 1,
  "e_homo_ha": -0.3606,
  "homo_lumo_gap_ev": 10.153,
  "symbols": ["H", "O", "O", "H", "H", "H", "H", "C", "H", "H", "N", "H", "H", "O", "H", "H", "H", "H", "O", "N", "H"],
  "xyz": [[0.450, -1.365, -2.773], [2.138, 3.573, -0.682], [-2.808, -1.711, 2.236], [-1.158, -1.537, 0.384], [2.789, 2.001, 1.174], [1.627, 4.387, -0.707], [0.084, -0.838, -0.355], [-0.963, -2.118, -1.516], [2.336, 0.681, 1.750], [-0.078, 0.953, 0.880], [-0.523, -1.669, -2.817], [-2.021, -2.367, -1.559], [0.018, 1.557, 2.327], [3.117, 1.242, 1.670], [3.015, 3.810, -1.001], [-3.244, -1.596, 1.389], [-1.038, -0.831, -3.055], [-2.551, -0.850, 2.575], [0.079, 0.741, 1.814], [-0.901, -1.067, -0.472], [-0.368, -2.997, -1.264]]
}

Arrangement 3

{
  "formula": "CH14N2O4",
  "method": "ωB97M-V/def2-TZVPD",
  "smiles": "NCN.O.O.O.O",
  "multiplicity": 1,
  "e_homo_ha": -0.3399,
  "homo_lumo_gap_ev": 9.748,
  "symbols": ["H", "O", "H", "H", "H", "O", "H", "H", "O", "H", "N", "N", "H", "C", "H", "H", "H", "H", "O", "H", "H"],
  "xyz": [[-3.606, 0.772, 1.775], [1.755, -1.909, 2.428], [1.446, -2.415, 3.184], [-1.196, -0.115, 1.927], [2.321, -1.527, -0.321], [-3.376, 0.425, 0.903], [-2.561, 0.885, 0.670], [-0.869, -0.185, -0.934], [-0.318, -0.207, 1.532], [-1.363, 0.703, -2.424], [-0.914, 1.720, -0.645], [0.633, 0.943, -2.327], [1.427, 0.545, -1.829], [-0.611, 0.648, -1.607], [-0.897, 2.660, -1.028], [1.578, -0.985, 2.631], [3.535, -1.505, -1.340], [-0.228, 1.811, 0.098], [2.688, -1.147, -1.125], [-0.398, -1.028, 1.052], [0.678, 0.404, -3.188]]
}

From most stable to least stable, the computed energies give arrangement 1, arrangement 2, arrangement 3.